--- i ---
The following is a quantum chemistry calculation of a 2-piece molecular cluster, C4H10OS2 overall, from the OMol25 dataset.

Highest occupied orbital energy in eV: -8.63
Orbital gap in eV: 8.473
LUMO level in eV: -0.16
SMILES: CC(C)SO.C=S

CARTESIAN COORDINATES (ANGSTROEM)
C (0.63, -1.65, -0.90)
C (-0.69, -1.18, -0.37)
C (-1.23, -0.01, -1.01)
S (-0.52, -0.68, 1.43)
O (-0.06, -1.99, 2.24)
H (0.61, -2.25, -1.81)
H (1.23, -0.65, -1.10)
H (1.15, -2.20, -0.09)
H (-1.44, -1.94, -0.37)
H (-0.51, 0.75, -1.03)
H (-2.14, 0.34, -0.47)
H (-1.47, -0.16, -2.16)
H (-0.92, -2.40, 2.51)
C (1.37, 4.14, 2.17)
S (-0.14, 4.11, 1.79)
H (2.26, 4.75, 1.79)
H (1.74, 3.45, 2.80)

Atomic partial charges in e from the natural (NBO) method, atoms 1 to 6: atom 1 (C): -0.621, atom 2 (C): -0.353, atom 3 (C): -0.623, atom 4 (S): 0.459, atom 5 (O): -0.845, atom 6 (H): 0.216



--- ii ---
The following is a quantum chemistry calculation of C4H10OS2 as an isolated structure, from the OMol25 dataset.

Highest occupied orbital energy in eV: -6.94
Orbital gap in eV: 5.842
LUMO level in eV: -1.10

CARTESIAN COORDINATES (ANGSTROEM)
C (1.26, -0.43, 0.10)
C (1.62, 0.10, -1.26)
O (1.43, 1.51, -1.33)
C (1.60, 0.30, 1.29)
S (-1.41, 1.78, 0.44)
S (-1.83, 0.16, -0.74)
C (-2.76, -0.99, 0.32)
H (0.53, 0.62, 0.70)
H (0.59, -1.27, 0.24)
H (2.64, -0.05, -1.59)
H (0.94, -0.45, -1.92)
H (0.47, 1.66, -1.25)
H (2.52, 0.85, 1.23)
H (1.33, -0.05, 2.27)
H (-2.97, -0.57, 1.30)
H (-3.73, -1.22, -0.16)
H (-2.24, -1.95, 0.36)

Atomic partial charges in e from the natural (NBO) method, atoms 1 to 6: atom 1 (C): -0.086, atom 2 (C): -0.137, atom 3 (O): -0.710, atom 4 (C): -0.451, atom 5 (S): -0.565, atom 6 (S): 0.018



What is the least stable structure shown above? It is ii.